No. 1
Formula: C19H26NO2S
Source: the Open Molecules 2025 dataset
Level of theory: wB97M-V/def2-TZVPD

Geometry as XYZ:
```
49
Properties=species:S:1:pos:R:3:lowdin_charge:R:1
C 1.706 -3.007 1.090 -0.142
C 3.111 -3.539 0.781 -0.514
S 4.486 -2.393 1.068 0.880
C 4.549 -1.385 -0.453 -0.409
C 3.252 -0.629 -0.632 -0.241
C 2.330 -1.060 -1.546 0.010
C 1.094 -0.404 -1.698 0.014
C 0.727 0.681 -0.959 -0.136
C -0.608 1.370 -1.087 -0.143
C -1.636 0.671 -1.974 -0.187
C -3.081 1.081 -1.616 -0.177
C -3.981 -0.162 -1.526 -0.157
C -3.767 -0.895 -0.214 -0.171
O -4.619 -0.382 0.819 0.005
C -4.085 0.645 1.517 -0.555
C -5.031 1.787 1.767 0.030
O -2.962 0.649 1.929 0.098
C 1.691 1.157 -0.017 -0.065
C 1.422 2.265 0.789 0.057
N 2.315 2.710 1.662 0.110
C 3.521 2.113 1.848 -0.018
C 3.855 1.006 1.127 0.038
C 2.945 0.510 0.162 -0.086
H 1.306 -3.404 2.018 0.073
H 1.647 -1.924 1.135 0.049
H 1.024 -3.327 0.302 0.072
H 3.195 -3.920 -0.234 0.071
H 3.323 -4.377 1.438 0.065
H 5.381 -0.698 -0.361 0.078
H 4.655 -2.025 -1.323 0.085
H 2.536 -1.917 -2.170 0.132
H 0.398 -0.796 -2.423 0.118
H -1.032 1.370 -0.076 0.112
H -0.483 2.419 -1.355 0.135
H -1.430 0.909 -3.014 0.124
H -1.560 -0.401 -1.817 0.096
H -3.109 1.660 -0.696 0.099
H -3.468 1.687 -2.432 0.113
H -5.025 0.086 -1.686 0.121
H -3.686 -0.842 -2.326 0.118
H -4.027 -1.943 -0.333 0.129
H -2.725 -0.865 0.099 0.116
H -5.299 1.756 2.821 0.096
H -5.941 1.667 1.192 0.086
H -4.514 2.708 1.531 0.089
H 0.492 2.808 0.753 0.149
H 2.105 3.513 2.239 0.182
H 4.201 2.529 2.573 0.141
H 4.802 0.536 1.310 0.111
```

Output
spin multiplicity = 1
E_tot = -1342.81190 a.u.
HOMO energy = -11.384 eV
F_max = 0.0265 Eh/bohr
orbital gap = 7.12 eV
SMILES string = CCSCc1ccc(CCCCCOC(C)=O)c2c[nH+]ccc12
net charge = +1

No. 2
Formula: C8H9Cl2N2
Source: the Open Molecules 2025 dataset
Level of theory: wB97M-V/def2-TZVPD

Geometry as XYZ:
```
21
Properties=species:S:1:pos:R:3:lowdin_charge:R:1
C -2.098 2.731 -1.522 -0.175
C -2.665 3.006 -2.680 0.079
C 1.899 -3.317 1.635 0.115
C 0.946 -2.761 0.914 -0.067
C -1.669 2.459 -0.352 -0.634
C 0.853 -1.310 0.726 -0.264
C -0.694 0.108 -0.478 -0.655
C 2.004 -0.451 0.934 0.018
N -0.195 -0.906 0.102 0.145
N -1.408 1.005 0.173 0.080
Cl -0.932 3.576 0.791 0.686
Cl -0.447 0.322 -2.237 0.783
H -1.965 2.935 -3.610 0.119
H -3.702 3.070 -2.923 0.072
H 2.056 -4.347 1.761 0.076
H 2.711 -2.714 1.958 0.068
H 0.137 -3.360 0.608 0.106
H 2.772 -1.112 0.932 0.033
H 1.998 -0.105 2.044 0.166
H 2.109 0.279 0.119 0.118
H -1.710 0.892 1.104 0.132
```

Output
spin multiplicity = 1
E_tot = -1339.74588 a.u.
HOMO energy = -13.302 eV
F_max = 0.0872 Eh/bohr
orbital gap = 8.72 eV
energy relative to the best compared isomer or geometry (same formula, charge and spin) = 22.48 kcal per mole
SMILES string = C=C=C(Cl)NC(Cl)=[N+]=C(C)C=C
net charge = +1

No. 3
Formula: C5H4N2
Source: the Open Molecules 2025 dataset
Level of theory: wB97M-V/def2-TZVPD

Geometry as XYZ:
```
11
Properties=species:S:1:pos:R:3:lowdin_charge:R:1
C -0.416 -1.751 2.143 0.140
C -0.253 -1.005 1.212 -0.063
C -0.119 -0.134 0.090 -0.309
C -1.020 0.153 -0.915 -0.093
C -0.430 1.045 -1.855 -0.083
N 0.830 1.203 -1.371 -0.051
N 1.014 0.587 -0.122 0.055
H -0.563 -2.424 2.961 0.035
H -2.055 -0.156 -0.934 0.087
H 1.076 2.181 -1.403 0.121
H 1.936 0.301 0.194 0.161
```

Output
spin multiplicity = 1
E_tot = -302.27270 a.u.
HOMO energy = -8.358 eV
F_max = 0.0177 Eh/bohr
orbital gap = 8.69 eV
energy relative to the best compared isomer or geometry (same formula, charge and spin) = 97.65 kcal per mole

No. 4
Formula: C2H2Cl2S2
Source: the Open Molecules 2025 dataset
Level of theory: wB97M-V/def2-TZVPD

Geometry as XYZ:
```
8
Properties=species:S:1:pos:R:3:lowdin_charge:R:1
C 0.365 0.098 0.409 -1.386
C -1.000 -0.095 -0.293 -1.184
H 2.745 -0.473 0.039 -0.099
H -0.912 -0.519 -1.347 0.063
S 1.610 -0.432 -0.706 0.753
S 0.655 0.903 1.739 0.684
Cl -1.986 -1.151 0.668 0.635
Cl -1.477 1.669 -0.509 0.534
```

Output
spin multiplicity = 1
E_tot = -1794.12662 a.u.
HOMO energy = -9.137 eV
F_max = 0.0362 Eh/bohr
orbital gap = 8.38 eV
energy relative to the best compared isomer or geometry (same formula, charge and spin) = 10.78 kcal per mole
SMILES string = S=C(S)C(Cl)Cl

No. 5
Formula: C32H54IrN3OP2S
Source: the Open Molecules 2025 dataset
Level of theory: wB97M-V/def2-TZVPD

Geometry as XYZ:
```
94
Properties=species:S:1:pos:R:3:lowdin_charge:R:1
C -1.477 1.789 1.408 -0.314
C -2.041 0.756 -0.650 -0.344
C -2.634 2.558 1.340 0.104
C -3.146 1.629 -0.815 0.016
C -3.465 2.484 0.226 0.004
H -2.821 3.257 2.173 0.170
H -3.728 1.491 -1.717 0.134
H -4.324 3.109 0.135 0.135
N -1.254 0.844 0.474 -0.047
P 1.255 1.337 1.887 1.056
P -0.909 -1.803 -0.871 1.054
C -0.393 1.973 2.455 -0.237
H -0.326 3.045 2.715 0.110
H -0.697 1.438 3.376 0.097
C 2.173 -1.234 0.572 -0.391
O 3.192 -1.743 0.684 0.188
C -1.793 -0.383 -1.500 -0.200
H -2.250 -0.365 -2.543 0.114
C -0.085 -2.813 -2.280 -0.629
C -2.502 -2.691 -0.358 -0.621
C 1.974 2.808 0.924 -0.634
C 2.258 1.104 3.470 -0.652
C 1.438 -2.628 -2.254 -0.097
H 1.885 -3.073 -1.357 0.075
H 1.866 -3.141 -3.132 0.118
H 1.723 -1.573 -2.303 0.045
C -0.343 -4.317 -2.141 -0.066
H -0.002 -4.705 -1.171 0.091
H -1.390 -4.592 -2.300 0.071
H 0.239 -4.831 -2.922 0.116
C -0.591 -2.318 -3.641 -0.061
H -0.110 -2.922 -4.427 0.121
H -1.675 -2.433 -3.761 0.087
H -0.304 -1.273 -3.812 0.045
C -2.142 -3.982 0.404 -0.068
H -1.172 -3.912 0.906 0.034
H -2.888 -4.158 1.186 0.102
H -2.144 -4.862 -0.248 0.088
C -3.320 -1.786 0.567 -0.074
H -2.749 -1.486 1.450 0.052
H -3.703 -0.896 0.058 0.081
H -4.183 -2.367 0.924 0.116
C -3.363 -2.983 -1.604 -0.050
H -3.277 -2.241 -2.409 0.069
H -3.184 -3.982 -2.023 0.087
H -4.423 -2.972 -1.299 0.112
C 3.734 0.889 3.095 -0.064
H 4.294 0.698 4.023 0.118
H 3.858 0.012 2.444 0.072
H 4.193 1.759 2.610 0.073
C 1.795 -0.135 4.239 -0.087
H 0.759 -0.043 4.587 0.082
H 1.894 -1.054 3.652 0.065
H 2.432 -0.243 5.132 0.115
C 2.114 2.296 4.439 -0.059
H 1.073 2.631 4.549 0.085
H 2.455 1.967 5.433 0.112
H 2.735 3.156 4.168 0.075
C 0.886 3.456 0.066 -0.088
H 0.127 3.965 0.674 0.094
H 1.353 4.209 -0.589 0.116
H 0.395 2.715 -0.574 0.033
C 3.076 2.262 -0.007 -0.077
H 2.645 1.656 -0.809 0.043
H 3.604 3.113 -0.454 0.113
H 3.812 1.655 0.531 0.075
C 2.561 3.910 1.812 -0.061
H 1.821 4.303 2.523 0.094
H 3.468 3.601 2.346 0.080
H 2.850 4.748 1.158 0.117
Ir 0.533 -0.421 0.498 1.235
N 0.965 0.527 -1.335 0.025
C 0.319 0.721 -2.330 -0.119
C 0.087 1.413 -3.629 -0.554
C -1.243 1.192 -4.338 -0.019
C 0.188 2.864 -3.225 -0.017
C 1.282 0.888 -4.411 0.011
H -1.425 0.160 -4.637 0.082
H -2.095 1.556 -3.757 0.086
H -1.185 1.786 -5.250 0.117
H 1.128 3.031 -2.684 0.091
H 0.199 3.406 -4.160 0.119
H -0.661 3.188 -2.603 0.106
H 0.965 0.756 -5.433 0.108
H 2.048 1.655 -4.365 0.108
H 1.710 -0.052 -4.018 0.093
S -0.085 -3.879 3.623 1.152
C -1.155 -2.575 4.004 -0.313
C -1.006 -1.551 3.133 -0.263
N -0.038 -1.772 2.155 -0.218
C 0.508 -2.992 2.290 -0.480
H -1.859 -2.587 4.846 0.110
H -1.568 -0.597 3.153 0.118
H 1.261 -3.401 1.631 0.087
```

Output
spin multiplicity = 6
E_tot = -2675.28097 a.u.
HOMO energy (alpha / beta) = -14.270 / -17.905 eV
F_max = 0.1099 Eh/bohr
orbital gap (alpha / beta) = 5.57 / 4.94 eV
net charge = +3

No. 6
Formula: C22H16N2O4
Source: the Open Molecules 2025 dataset
Level of theory: wB97M-V/def2-TZVPD

Geometry as XYZ:
```
44
Properties=species:S:1:pos:R:3:lowdin_charge:R:1
C 4.934 -1.437 0.159 -0.040
C 3.716 -0.581 -0.013 -0.203
C 3.697 0.727 0.454 -0.031
C 2.564 1.514 0.368 -0.009
C 1.432 1.006 -0.263 -0.127
C 1.461 -0.271 -0.816 0.041
C 2.566 -1.090 -0.638 -0.194
N 2.550 -2.422 -1.063 0.152
C 1.513 -3.315 -1.124 -0.427
O 1.695 -4.413 -1.607 0.085
C 0.199 -2.858 -0.588 -0.168
C -0.918 -3.000 -1.399 -0.016
C -2.161 -2.499 -1.024 0.024
C -2.234 -1.861 0.189 -0.208
C -1.122 -1.761 1.032 -0.195
C 0.103 -2.261 0.677 0.051
H 0.951 -2.182 1.337 0.140
O -1.481 -1.103 2.177 0.042
C -2.830 -0.730 2.000 -0.156
O -3.307 -1.263 0.785 0.036
H -2.909 0.371 1.974 0.134
H -3.433 -1.119 2.835 0.141
H -3.024 -2.591 -1.661 0.120
H -0.805 -3.492 -2.353 0.122
H 3.439 -2.817 -1.346 0.146
H 0.594 -0.609 -1.356 0.122
C 0.176 1.721 -0.281 -0.257
N -0.962 1.200 -0.622 0.221
C -1.892 2.180 -0.398 -0.215
C -3.272 2.196 -0.555 -0.013
C -3.930 3.361 -0.218 -0.090
C -3.247 4.481 0.260 -0.089
C -1.875 4.483 0.429 0.000
C -1.214 3.316 0.095 -0.190
O 0.105 3.006 0.164 0.139
H -1.344 5.344 0.802 0.116
H -3.807 5.370 0.508 0.101
H -5.003 3.413 -0.325 0.101
H -3.793 1.326 -0.920 0.113
H 2.548 2.506 0.789 0.116
H 4.582 1.124 0.930 0.112
H 4.684 -2.364 0.674 0.088
H 5.368 -1.692 -0.808 0.087
H 5.688 -0.913 0.740 0.078
```

Output
spin multiplicity = 1
E_tot = -1258.45711 a.u.
HOMO energy = -8.198 eV
F_max = 0.0266 Eh/bohr
orbital gap = 8.33 eV
SMILES string = Cc1ccc(-c2nc3ccccc3o2)cc1NC(=O)c1ccc2c(c1)OCO2